Record 1
{
  "formula": "C44H54FHfIN5O4Si",
  "method": "the ωB97M-V functional and the def2-TZVPD basis",
  "charge": 3,
  "e_tot_ha": -3018.11100,
  "lumo_ha": -0.2590,
  "relative_energy_kcal_mol": 13.67,
  "gap_ha": 0.2582,
  "fmax_ev_per_a": 2.5,
  "e_homo_ha": -0.5173,
  "symbols": ["Hf", "C", "C", "N", "C", "C", "C", "O", "O", "C", "O", "C", "C", "C", "F", "C", "C", "C", "N", "C", "C", "N", "C", "C", "H", "H", "H", "H", "H", "H", "H", "H", "H", "H", "H", "H", "H", "H", "H", "H", "H", "H", "C", "Si", "C", "N", "C", "C", "C", "C", "C", "C", "C", "C", "C", "C", "C", "C", "C", "C", "C", "C", "C", "H", "H", "H", "H", "H", "H", "H", "H", "H", "H", "H", "H", "H", "H", "H", "H", "H", "H", "H", "H", "H", "H", "H", "H", "I", "C", "C", "C", "C", "C", "N", "H", "H", "H", "H", "C", "C", "C", "O", "C", "H", "H", "H", "H", "H", "H", "H", "H"],
  "xyz": [[18.8581, -5.5014, 11.0725], [22.4090, -4.5443, 17.7348], [21.4837, -3.3945, 17.3822], [21.1986, -3.4759, 15.9191], [20.2940, -4.3409, 15.5191], [19.8741, -4.5755, 14.2550], [18.9955, -5.7563, 13.9694], [18.1027, -6.0915, 14.6996], [19.3044, -6.3204, 12.8245], [20.3097, -3.6625, 13.2160], [19.8030, -3.6910, 12.0443], [21.3699, -2.7523, 13.5955], [21.9868, -1.9338, 12.6172], [23.1549, -1.3034, 12.9228], [23.7444, -0.6036, 11.9436], [23.7256, -1.2989, 14.2323], [23.0006, -1.9393, 15.2292], [21.8565, -2.7071, 14.9208], [24.9518, -0.6701, 14.4369], [25.9593, -0.6774, 13.3840], [27.3383, -0.4636, 13.9856], [27.5718, -1.3017, 15.1723], [26.6365, -0.8232, 16.2926], [25.3652, -0.1800, 15.7385], [22.7720, -4.5359, 18.7685], [23.2821, -4.5726, 17.1104], [21.8693, -5.4949, 17.5375], [21.8591, -2.4318, 17.7298], [20.5464, -3.5969, 17.8840], [19.8810, -4.9372, 16.3306], [21.5881, -1.8414, 11.5840], [23.3176, -1.9259, 16.2827], [25.7824, 0.0945, 12.6548], [25.9264, -1.6318, 12.8451], [27.4483, 0.5409, 14.3641], [28.1448, -0.5511, 13.2767], [28.5798, -1.2125, 15.4482], [27.4442, -2.3159, 15.0174], [27.1768, -0.1262, 16.9318], [26.3681, -1.7310, 16.8283], [25.5199, 0.8992, 15.6838], [24.5226, -0.2773, 16.4492], [17.1521, -4.0695, 10.9152], [15.6423, -4.9446, 10.4087], [15.3392, -4.8935, 8.5066], [15.6093, -6.0707, 7.6801], [16.9685, -6.1732, 7.0452], [17.1102, -7.6053, 6.4701], [15.9926, -8.0369, 5.5050], [14.6216, -7.7927, 6.2208], [14.5132, -6.3598, 6.7151], [14.1193, -4.3083, 11.3141], [13.2369, -5.2603, 11.8745], [12.0938, -4.8650, 12.5781], [11.8751, -3.5071, 12.7854], [12.6967, -2.5610, 12.1957], [13.8426, -2.9329, 11.4990], [15.9566, -6.7534, 10.9534], [16.0008, -7.9610, 10.2010], [16.0803, -9.1997, 10.7753], [16.1963, -9.2913, 12.1726], [16.3860, -8.1328, 12.9549], [16.1503, -6.9008, 12.3572], [17.0016, -3.5165, 11.8538], [17.4522, -3.2801, 10.1959], [15.9144, -4.0331, 8.0960], [14.2590, -4.6724, 8.3937], [15.5103, -6.8796, 8.3161], [16.8887, -5.4583, 6.2416], [17.1571, -8.3076, 7.2944], [18.1121, -7.7151, 6.0190], [16.0567, -9.0869, 5.2660], [15.9924, -7.5539, 4.5341], [14.5302, -8.4923, 7.0546], [13.8575, -8.0667, 5.5235], [13.6225, -6.1782, 7.2844], [14.6089, -5.7172, 5.8649], [13.3622, -6.3389, 11.6787], [11.4852, -5.6046, 13.0051], [11.0675, -3.1223, 13.3953], [12.4696, -1.5024, 12.3101], [14.5542, -2.2143, 11.0536], [16.0438, -7.9696, 9.1114], [16.0453, -10.0929, 10.1914], [16.2168, -10.2779, 12.6420], [16.5624, -8.1276, 14.0316], [16.0871, -6.0171, 12.9646], [19.9469, -8.5771, 10.5005], [19.4951, -7.3782, 8.8006], [20.1141, -7.6664, 7.6515], [20.1170, -6.5785, 6.6519], [19.2767, -5.5511, 6.7583], [18.1840, -5.5913, 7.7772], [18.6885, -6.2627, 9.0146], [20.6301, -8.6273, 7.4753], [20.9174, -6.6108, 5.8749], [19.3207, -4.6978, 6.0781], [17.8893, -4.6150, 8.1337], [23.3928, -5.2473, 11.3344], [23.2653, -5.3235, 9.8378], [21.8182, -4.9994, 9.5918], [21.1173, -5.5878, 10.7146], [22.1132, -5.8799, 11.8071], [23.4261, -4.1940, 11.5975], [24.2770, -5.7500, 11.7168], [23.5810, -6.3075, 9.4795], [23.8754, -4.5700, 9.3731], [21.3817, -5.4942, 8.7425], [21.6766, -3.9333, 9.5625], [22.1739, -6.9704, 11.7750], [21.7981, -5.4546, 12.7508]],
  "forces_ev_per_a": [[0.4, 0.1, -0.8], [-0.2, -0.8, 0.2], [0.3, -0.8, 0.0], [1.1, 2.1, -0.8], [-0.8, -1.1, 1.2], [0.5, 0.9, -1.3], [-0.3, 1.0, 0.8], [0.2, -0.3, 0.1], [-0.3, -0.4, -0.3], [-0.7, -0.9, 0.7], [0.2, -0.4, 0.0], [-0.2, 0.2, -0.2], [0.1, -0.4, -0.3], [-0.5, 0.0, 0.1], [0.2, 0.2, 0.1], [0.1, 0.0, -0.2], [-0.2, -0.4, 0.6], [-0.2, -0.1, 0.5], [-0.2, -0.5, 0.4], [0.3, -0.4, 0.1], [-0.1, 0.7, -0.5], [0.7, -0.3, 0.9], [-0.2, -1.0, 0.1], [-0.6, 0.8, -0.1], [-0.4, 0.1, -0.1], [0.5, 0.2, -0.4], [0.4, 0.4, 0.3], [-0.2, 0.1, -0.5], [-0.3, 0.4, 0.0], [-0.1, 0.0, -0.2], [0.3, -0.2, 0.9], [0.0, 0.0, -0.7], [0.1, 0.4, -0.3], [0.0, 0.0, 0.1], [-0.1, 0.5, 0.1], [0.1, -0.5, -0.4], [-1.0, 0.0, 0.0], [-0.1, 0.6, -0.2], [0.0, -0.2, 0.0], [0.2, 0.1, 0.3], [0.0, 0.1, -0.1], [0.7, -0.1, -0.3], [1.0, 0.8, -0.3], [-0.8, -0.7, 0.4], [-0.2, 1.8, 0.1], [0.2, -1.5, 1.0], [-0.2, -0.7, -0.8], [0.7, 0.0, -0.6], [-0.9, 0.5, 1.2], [1.4, -0.4, -0.2], [0.1, -0.9, -0.6], [-0.2, -0.4, 0.2], [-0.5, 0.1, -0.6], [1.6, 1.0, -0.3], [-0.2, 0.0, -0.1], [0.7, 0.6, -0.1], [0.4, -0.8, -0.5], [0.2, -0.7, 0.3], [0.2, 0.9, -0.4], [-0.1, 0.2, 1.6], [0.7, 0.2, 0.5], [-1.0, -0.6, -0.4], [0.2, 0.1, -1.3], [-0.1, -0.2, 0.0], [0.0, -0.2, 0.1], [-0.6, -0.4, 0.1], [0.6, 0.1, 0.1], [0.3, 0.6, -0.3], [-0.1, 0.2, -0.7], [-0.2, -0.2, 0.4], [-0.7, 0.3, 0.0], [0.2, -0.4, 0.1], [0.2, 0.5, 0.0], [0.0, 0.0, 0.1], [-0.8, 0.2, -0.3], [-0.7, 0.1, -0.1], [-0.1, 0.8, -0.3], [0.2, 0.6, 0.2], [-0.9, -0.8, 0.5], [-0.2, -0.3, -0.1], [0.0, -0.2, 0.1], [-0.7, -0.1, 0.4], [-0.1, -0.2, 0.4], [0.0, -0.4, -0.3], [0.1, 0.3, -0.1], [0.0, -0.4, -0.4], [0.1, 0.3, 0.4], [-0.7, 0.1, -0.3], [-0.6, 0.3, 0.1], [0.4, -0.1, -0.9], [1.0, -0.7, -0.2], [0.4, 0.8, -0.5], [0.2, -0.9, 1.3], [0.6, -0.4, 0.7], [-0.2, 0.9, 0.2], [-0.9, 0.1, 0.6], [0.0, -0.2, 0.2], [0.1, 0.5, -0.2], [-0.1, 0.2, 0.0], [0.6, -0.2, -0.6], [0.0, -0.9, 0.0], [0.2, 0.5, 1.2], [-0.2, -0.2, -0.9], [0.0, 0.2, 0.4], [0.0, 0.0, 0.1], [-0.3, 0.1, -0.1], [0.4, 0.2, -0.4], [0.0, 0.1, -0.6], [-0.3, 0.5, 0.1], [0.0, 0.1, 0.6], [-0.4, -0.4, 0.0]]
}



Record 2
{
  "formula": "C44H55GeN6O5S2Si3W",
  "method": "the ωB97M-V functional and the def2-TZVPD basis",
  "charge": 2,
  "e_tot_ha": -6222.90377,
  "lumo_ha": [-0.2277, -0.3019],
  "spin_multiplicity": 4,
  "relative_energy_kcal_mol": 18.48,
  "gap_ha": [0.2335, 0.1690],
  "fmax_ev_per_a": 1.0,
  "e_homo_ha": [-0.4612, -0.4708],
  "symbols": ["W", "O", "C", "N", "C", "O", "C", "C", "C", "C", "C", "N", "C", "C", "C", "C", "C", "N", "H", "H", "H", "H", "H", "H", "H", "H", "N", "C", "C", "N", "C", "C", "N", "H", "H", "H", "H", "H", "C", "Si", "C", "C", "Ge", "Si", "C", "C", "C", "Si", "C", "C", "C", "H", "H", "H", "H", "H", "H", "H", "H", "H", "H", "H", "H", "H", "H", "H", "H", "H", "H", "H", "H", "H", "H", "H", "H", "H", "H", "H", "O", "C", "O", "C", "C", "C", "C", "S", "C", "C", "H", "H", "H", "H", "H", "O", "S", "C", "C", "C", "C", "C", "C", "C", "C", "C", "C", "C", "C", "H", "H", "H", "H", "H", "H", "H", "H", "H", "H"],
  "xyz": [[-0.1960, 0.3620, -0.3132], [-2.7194, 3.7663, -0.2375], [-1.8147, 2.9848, -0.3440], [-1.9032, 1.6042, -0.3757], [-3.0724, 1.0699, -0.9188], [-3.9735, 1.6584, -1.4480], [-3.1002, -0.4163, -0.7533], [-4.2282, -1.1585, -1.0237], [-4.2142, -2.5108, -0.7041], [-3.0958, -3.0406, -0.0828], [-1.9964, -2.2293, 0.1407], [-1.9828, -0.9436, -0.2357], [-0.4031, 3.4542, -0.5084], [-0.1586, 4.8046, -0.6434], [1.1343, 5.2185, -0.9123], [2.1155, 4.2512, -1.0384], [1.7913, 2.9174, -0.8664], [0.5413, 2.5022, -0.5912], [-5.0865, -0.6592, -1.4512], [-5.0827, -3.1270, -0.8948], [-3.0629, -4.0683, 0.2514], [-1.1248, -2.5965, 0.6596], [-0.9936, 5.4836, -0.5423], [1.3657, 6.2686, -1.0311], [3.1416, 4.5088, -1.2602], [2.5725, 2.1861, -0.9578], [4.9998, 0.6057, 1.6564], [4.2188, 0.3598, 0.5952], [2.7947, 0.3512, 0.7325], [2.0370, 0.1214, -0.3190], [2.6198, -0.0802, -1.5297], [3.9912, -0.0852, -1.6230], [4.7883, 0.1291, -0.5792], [4.6169, 0.7936, 2.5647], [5.9997, 0.6022, 1.5402], [2.3118, 0.5357, 1.6786], [1.9871, -0.1988, -2.3954], [4.4656, -0.2559, -2.5819], [-2.5851, 0.3983, 4.9881], [-2.6051, 0.4852, 3.1256], [-3.6972, -0.9451, 2.5945], [-3.5022, 2.0468, 2.6344], [-0.3375, 0.3815, 2.2795], [0.4865, 2.4593, 3.2604], [-0.5568, 3.9372, 2.7425], [2.2738, 2.8328, 2.7791], [0.5114, 2.4761, 5.1319], [0.6126, -1.4090, 3.6401], [-0.2630, -3.0341, 3.2871], [2.4586, -1.7421, 3.3831], [0.5853, -1.1748, 5.4930], [-3.5901, 0.6327, 5.3513], [-1.8930, 1.0970, 5.4575], [-2.3526, -0.6081, 5.3353], [-4.5896, -0.9620, 3.2260], [-3.2031, -1.9120, 2.7045], [-4.0500, -0.8392, 1.5676], [-4.5513, 1.9436, 2.9276], [-3.4847, 2.2675, 1.5657], [-3.1113, 2.9190, 3.1609], [-1.2091, 3.7957, 1.8859], [0.1001, 4.7865, 2.5344], [-1.2036, 4.2256, 3.5736], [2.4853, 2.7946, 1.7099], [2.9587, 2.1518, 3.2946], [2.5239, 3.8398, 3.1242], [-0.4489, 2.7879, 5.5453], [1.2503, 3.2199, 5.4441], [0.7794, 1.5290, 5.5916], [-0.1329, -3.3708, 2.2570], [-1.3309, -3.0075, 3.5096], [0.1816, -3.7995, 3.9311], [2.7719, -1.8334, 2.3474], [2.7237, -2.6708, 3.8963], [3.0617, -0.9544, 3.8433], [-0.3915, -0.9978, 5.9338], [1.2542, -0.3779, 5.8147], [0.9751, -2.1056, 5.9177], [3.1902, -7.5279, 1.3287], [2.0077, -7.3667, 0.7184], [1.2083, -8.2492, 0.6441], [1.6964, -6.0055, 0.1415], [0.8725, -5.9780, -0.9893], [0.5005, -4.7757, -1.5380], [0.8926, -3.5627, -0.9167], [0.3553, -2.1090, -1.5992], [1.7229, -3.6093, 0.2198], [2.1331, -4.8190, 0.7324], [3.7731, -6.7718, 1.1896], [0.5424, -6.9179, -1.4104], [-0.1185, -4.7402, -2.4250], [2.0330, -2.6827, 0.6755], [2.7562, -4.8392, 1.6186], [-0.4734, 0.5731, -2.5356], [-0.9943, -0.0161, -3.8509], [-1.8391, 1.3318, -4.6385], [-2.4061, 1.0834, -5.8830], [-3.1087, 2.1013, -6.5032], [-3.2475, 3.3356, -5.8754], [-2.6832, 3.5579, -4.6299], [-1.9674, 2.5495, -3.9976], [0.4415, -0.1980, -4.8628], [0.6298, -1.4167, -5.4940], [1.7529, -1.5876, -6.2971], [2.6614, -0.5516, -6.4387], [2.4603, 0.6675, -5.7917], [1.3414, 0.8558, -5.0024], [-2.3023, 0.1183, -6.3652], [-3.5554, 1.9327, -7.4734], [-3.8084, 4.1228, -6.3604], [-2.8097, 4.5130, -4.1381], [-1.5279, 2.7038, -3.0233], [-0.0855, -2.2195, -5.3630], [1.9134, -2.5274, -6.8074], [3.5318, -0.6857, -7.0670], [3.1691, 1.4738, -5.9265], [1.1529, 1.8041, -4.5125]],
  "forces_ev_per_a": [[-0.2, -0.4, -0.9], [-0.1, 0.0, 0.0], [0.2, 0.1, 0.0], [0.2, -0.1, -0.3], [-0.1, -0.2, 0.1], [0.0, 0.1, 0.0], [0.1, 0.1, -0.1], [0.0, -0.2, 0.0], [-0.1, 0.1, -0.1], [0.2, 0.1, 0.1], [-0.3, -0.1, 0.0], [0.3, 0.2, 0.1], [-0.1, -0.1, 0.0], [0.2, 0.0, -0.1], [-0.1, 0.1, 0.0], [0.0, -0.2, 0.0], [0.0, 0.3, 0.0], [0.0, -0.2, 0.1], [0.0, 0.0, 0.0], [0.0, 0.0, 0.0], [0.0, 0.0, 0.0], [0.0, 0.0, 0.0], [0.0, 0.0, 0.0], [0.0, 0.0, 0.0], [0.0, 0.0, 0.0], [0.0, 0.0, 0.0], [0.1, 0.0, 0.0], [-0.4, 0.0, 0.2], [0.5, -0.2, -0.1], [-0.4, 0.1, -0.2], [0.1, 0.0, 0.2], [0.0, 0.0, 0.0], [0.1, 0.0, -0.2], [0.0, 0.0, 0.0], [0.0, 0.0, 0.0], [0.0, -0.1, 0.1], [0.0, 0.0, 0.0], [0.0, 0.0, 0.0], [0.0, 0.0, 0.2], [-0.2, 0.0, 0.0], [0.0, -0.1, -0.1], [0.0, 0.2, -0.1], [0.1, 0.0, 0.7], [0.0, 0.0, -0.1], [0.0, 0.1, 0.0], [0.1, 0.0, 0.0], [-0.1, 0.0, 0.1], [0.2, -0.1, 0.0], [0.0, -0.1, 0.0], [0.0, 0.1, -0.1], [-0.1, 0.0, 0.1], [0.0, 0.0, 0.0], [0.0, 0.0, 0.0], [0.0, 0.0, 0.0], [0.0, 0.1, 0.1], [-0.1, 0.0, 0.0], [0.0, 0.0, 0.1], [0.0, 0.0, 0.0], [-0.1, 0.0, 0.1], [0.0, 0.0, 0.0], [0.0, 0.0, 0.0], [0.0, 0.0, 0.0], [0.0, 0.0, 0.0], [0.0, 0.0, 0.0], [0.0, 0.0, 0.0], [0.0, 0.0, 0.0], [0.0, 0.0, 0.0], [0.0, 0.0, 0.0], [0.0, 0.0, 0.0], [0.0, 0.0, 0.0], [0.0, 0.0, 0.0], [0.0, 0.0, 0.0], [0.1, 0.0, -0.2], [0.0, 0.0, 0.0], [0.0, 0.0, 0.0], [0.0, 0.0, 0.0], [0.0, 0.0, 0.0], [0.0, 0.0, 0.0], [0.0, 0.1, 0.0], [0.0, 0.0, 0.0], [0.0, 0.0, 0.0], [0.0, -0.1, 0.0], [0.0, 0.0, 0.0], [0.0, 0.1, 0.0], [0.2, -0.3, 0.1], [-0.4, 0.5, -0.1], [-0.1, 0.0, 0.0], [0.0, 0.0, 0.0], [0.0, 0.0, 0.0], [0.0, 0.0, 0.0], [0.0, 0.0, 0.0], [0.0, 0.1, 0.1], [0.0, 0.0, 0.0], [0.3, 0.1, 0.2], [-0.2, -0.3, 0.1], [0.1, 0.0, 0.0], [0.0, 0.0, 0.0], [0.0, 0.0, 0.0], [0.0, 0.0, 0.0], [0.0, 0.0, 0.0], [0.0, 0.0, -0.1], [0.0, 0.1, -0.1], [0.1, 0.0, 0.0], [0.0, 0.0, 0.0], [0.0, 0.0, 0.0], [0.0, 0.0, 0.0], [0.0, 0.0, 0.0], [0.0, 0.0, 0.0], [0.0, 0.0, 0.0], [0.0, 0.0, 0.0], [0.0, 0.0, 0.0], [0.0, 0.0, 0.0], [0.0, 0.0, 0.0], [0.0, 0.0, 0.0], [0.0, 0.0, 0.0], [0.0, 0.0, 0.0], [0.0, 0.0, 0.0]]
}